1.
# C19H18ClNO2

The molecule C19H18ClNO2 (ωB97M-V/def2-TZVPD, the Open Molecules 2025 dataset).

CARTESIAN COORDINATES (ANGSTROEM)
O: 0.742 1.208 3.343
C: 0.550 1.463 2.175
C: 0.864 2.805 1.619
C: 1.029 3.067 0.259
C: 1.322 4.344 -0.179
C: 1.449 5.375 0.742
C: 1.298 5.134 2.100
C: 1.014 3.854 2.527
H: 0.896 3.641 3.579
H: 1.405 5.941 2.807
Cl: 1.807 6.968 0.190
H: 1.453 4.544 -1.231
H: 0.952 2.278 -0.472
C: -0.075 0.453 1.230
C: -0.226 -0.915 1.894
H: -0.950 -0.835 2.705
H: 0.721 -1.227 2.333
C: -0.679 -1.942 0.846
N: -1.506 -1.302 -0.156
C: -1.339 -1.423 -1.496
O: -1.894 -0.683 -2.289
C: -0.469 -2.548 -1.959
C: 0.592 -2.275 -2.814
C: 1.372 -3.307 -3.306
C: 1.084 -4.618 -2.964
C: 0.011 -4.896 -2.133
C: -0.762 -3.866 -1.628
H: -1.605 -4.083 -0.988
H: -0.224 -5.919 -1.878
H: 1.688 -5.423 -3.354
H: 2.201 -3.088 -3.962
H: 0.798 -1.251 -3.089
C: -2.333 -0.231 0.356
C: -1.465 0.960 0.794
H: -1.950 1.475 1.625
H: -1.361 1.670 -0.026
H: -3.019 0.068 -0.438
H: -2.909 -0.622 1.199
H: 0.190 -2.383 0.353
H: -1.240 -2.749 1.334
H: 0.566 0.341 0.350

The value obtained for the gap between HOMO and LUMO is 9.355 eV. As for the SMILES: O=C(c1ccc(Cl)cc1)C1CCN(C(=O)c2ccccc2)CC1. As for the strongest force on any atom: 0.60 eV/Å. The net charge is 0. The value obtained for the HOMO energy is -9.3 eV.

These are the Löwdin partial charges, in e, on atoms 1 to 2: number 1, O, carries 0.108; number 2, C, carries -0.329

=====

2.
# C5H6N2O

The molecule C5H6N2O (ωB97M-V/def2-TZVPD, the Open Molecules 2025 dataset).

CARTESIAN COORDINATES (ANGSTROEM)
C: -1.536 -0.919 0.483
C: -0.782 -0.001 -0.584
C: -0.008 1.342 -0.093
C: 1.272 0.685 -0.101
C: 0.882 -0.516 -0.525
H: -1.746 -1.962 0.126
H: -1.218 -0.989 1.545
H: -2.511 -0.449 0.662
H: -1.214 0.010 -1.616
H: -0.024 2.065 -0.874
H: -0.385 1.939 0.861
N: 2.473 0.766 0.356
N: 1.897 -1.283 -0.425
O: 2.898 -0.690 0.186

As for the energy above the lowest of the compared OMol25 structures with the same formula, charge and spin: 5.5340 eV. The value obtained for the gap between HOMO and LUMO is 11.224 eV. As for the SMILES: C[C@H]1Cc2nonc21. As for the strongest force on any atom: 4.52 eV/Å. The net charge is 0. The value obtained for the HOMO energy is -10.5 eV.

These are the Löwdin partial charges, in e, on atoms 1 to 2: number 1, C, carries -0.083; number 2, C, carries -0.089

=====

3.
# C30H79CrO28S9

A structure of composition C30H79CrO28S9 (ωB97M-V/def2-TZVPD, the Open Molecules 2025 dataset).

CARTESIAN COORDINATES (ANGSTROEM)
Cr: 3.446 0.335 0.207
C: -1.139 0.434 0.601
C: 0.208 -0.300 0.403
C: 0.225 -1.157 -0.880
O: 1.304 0.553 0.408
H: -1.989 -0.242 0.514
H: -1.267 1.261 -0.097
H: -1.187 1.017 1.521
H: 0.292 -0.978 1.252
H: 0.224 -0.616 -1.826
H: -0.662 -1.790 -0.905
H: 1.185 -1.674 -0.876
O: -0.310 3.577 4.642
S: -1.396 2.664 4.961
O: -1.254 1.232 5.019
O: -2.132 3.281 6.340
C: -3.353 2.638 6.785
C: -3.746 3.088 8.168
C: -2.732 2.987 3.680
H: -3.251 1.558 6.885
H: -4.161 2.809 6.074
H: -4.590 2.539 8.587
H: -3.797 4.170 8.285
H: -2.939 2.811 8.846
H: -2.333 2.852 2.674
H: -2.943 4.054 3.750
H: -3.599 2.397 3.978
O: -1.385 5.605 0.880
S: -0.068 5.373 0.283
O: 0.125 5.130 -1.163
O: 0.923 6.676 0.699
C: 0.820 7.267 2.010
C: -0.153 8.435 1.941
C: 0.736 3.883 1.268
H: 1.838 7.606 2.199
H: 0.526 6.542 2.768
H: -0.321 8.787 2.959
H: -1.097 8.072 1.535
H: 0.162 9.287 1.339
H: 1.535 3.430 0.682
H: -0.078 3.160 1.305
H: 0.986 4.200 2.281
O: 3.836 1.616 -1.588
S: 4.124 2.174 -2.886
O: 5.018 1.551 -3.860
O: 2.708 2.520 -3.683
C: 1.586 2.899 -2.911
C: 0.473 1.968 -3.214
C: 4.663 3.913 -2.614
H: 1.232 3.915 -3.086
H: 1.746 2.798 -1.838
H: 0.721 0.953 -3.524
H: -0.089 2.298 -4.089
H: -0.173 2.023 -2.338
H: 4.096 4.344 -1.788
H: 4.545 4.521 -3.511
H: 5.711 3.985 -2.321
O: -4.648 2.576 0.425
S: -5.115 1.224 0.752
O: -5.328 0.212 -0.295
O: -4.254 0.588 1.981
C: -4.306 -0.807 2.396
C: -3.142 -1.222 3.380
C: -6.703 1.280 1.643
H: -4.232 -1.481 1.543
H: -5.242 -1.108 2.867
H: -3.410 -0.891 4.383
H: -2.180 -0.969 2.934
H: -3.153 -2.310 3.315
H: -6.706 1.901 2.539
H: -6.949 0.286 2.017
H: -7.544 1.549 1.003
O: 3.703 -0.888 -1.844
S: 3.652 -1.741 -3.035
O: 3.054 -3.090 -2.948
O: 3.028 -0.802 -4.206
C: 1.933 -1.235 -4.979
C: 1.698 -0.215 -6.129
C: 5.329 -1.918 -3.686
H: 1.095 -1.378 -4.297
H: 2.141 -2.217 -5.403
H: 0.753 -0.464 -6.612
H: 2.561 -0.133 -6.788
H: 1.479 0.756 -5.684
H: 5.267 -1.578 -4.719
H: 5.550 -2.981 -3.593
H: 5.982 -1.380 -2.998
O: 4.639 -3.901 1.725
S: 3.952 -3.268 0.630
O: 3.676 -1.822 0.687
O: 4.841 -3.556 -0.830
C: 5.372 -4.826 -1.134
C: 6.910 -4.649 -1.236
C: 2.398 -4.158 0.241
H: 5.027 -5.192 -2.101
H: 4.952 -5.523 -0.409
H: 7.109 -3.917 -2.019
H: 7.533 -5.510 -1.480
H: 7.288 -4.247 -0.296
H: 2.524 -5.232 0.108
H: 2.061 -3.721 -0.699
H: 1.621 -3.850 0.940
O: -1.779 -4.232 -2.002
S: -0.667 -5.165 -2.310
O: 0.229 -5.657 -1.273
O: -1.252 -6.544 -2.989
C: -2.600 -6.958 -2.725
C: -2.680 -7.996 -1.534
C: 0.314 -4.555 -3.729
H: -3.162 -7.304 -3.592
H: -3.103 -6.034 -2.439
H: -2.277 -8.963 -1.836
H: -3.707 -8.244 -1.265
H: -2.132 -7.619 -0.671
H: 1.161 -5.221 -3.891
H: 0.580 -3.555 -3.388
H: -0.334 -4.413 -4.594
O: 3.466 -0.187 5.003
S: 2.823 0.017 3.705
O: 3.628 0.274 2.494
O: 1.800 -1.308 3.442
C: 0.992 -1.732 4.504
C: 0.510 -3.105 4.084
C: 1.542 1.326 3.854
H: 0.121 -1.114 4.723
H: 1.649 -1.905 5.356
H: -0.212 -3.107 3.267
H: 0.037 -3.700 4.866
H: 1.264 -3.798 3.711
H: 1.314 1.395 4.918
H: 0.648 1.021 3.311
H: 1.985 2.273 3.546
O: -4.467 -0.465 -4.513
S: -3.029 -0.189 -4.391
O: -2.073 -0.455 -5.450
O: -2.712 1.332 -3.743
C: -3.752 1.871 -2.909
C: -3.332 3.253 -2.497
C: -2.454 -1.325 -3.013
H: -3.846 1.249 -2.019
H: -4.740 1.808 -3.365
H: -3.947 3.653 -1.691
H: -3.541 3.948 -3.310
H: -2.265 3.225 -2.276
H: -3.050 -2.237 -2.976
H: -2.648 -0.754 -2.105
H: -1.372 -1.420 -3.103

Its spin multiplicity is 6. The value obtained for the gap between HOMO and LUMO (alpha / beta) is 7.298 / 5.324 eV. As for the strongest force on any atom: 5.15 eV/Å. The net charge is +2. The value obtained for the HOMO energy (alpha / beta) is -14.4 / -14.4 eV. The expectation value of S² is 8.758.

These are the Löwdin partial charges, in e, on atoms 1 to 2: number 1, Cr, carries 1.071; number 2, C, carries -0.012

=====

4.
# C3H4N3

A cluster of 2 separate species, C3H4N3 in total (ωB97M-V/def2-TZVPD, the Open Molecules 2025 dataset).

CARTESIAN COORDINATES (ANGSTROEM)
C: 1.153 -0.262 -0.207
C: -1.786 0.213 -0.205
C: 1.039 -1.569 -0.137
N: 1.387 0.890 0.028
N: -2.933 0.215 -0.027
N: 1.468 2.068 -0.132
H: 1.281 -2.068 0.683
H: 0.640 -2.077 -0.898
H: -3.878 -0.083 0.253
H: 1.628 2.673 0.643

As for the energy above the lowest of the compared OMol25 structures with the same formula, charge and spin: 3.1695 eV. The value obtained for the gap between HOMO and LUMO (alpha / beta) is 8.350 / 8.349 eV. As for the strongest force on any atom: 4.47 eV/Å. The net charge is +1. The value obtained for the HOMO energy (alpha / beta) is -15.4 / -15.4 eV.

These are the Löwdin partial charges, in e, on atoms 1 to 2: number 1, C, carries -0.014; number 2, C, carries -0.048

=====

Q: Which formula does entry 1 have?
A: C19H18ClNO2

=====

Q: Among the records above, which one has the lowest strongest force on any atom?
A: C19H18ClNO2